Density functional theory data (ωB97M-V/def2-TZVPD) for a 2-piece molecular cluster, C4H12O overall at a distorted geometry.

```
17
Properties=species:S:1:pos:R:3:forces:R:3:nbo_charge:R:1
C -2.670839 -1.493572 -4.179240 1.1 -1.5 0.6 -0.29
O -2.907185 -2.064675 -5.521395 -0.7 2.0 1.9 -0.70
H -1.903677 -2.141403 -3.674886 -0.3 1.0 -0.6 0.19
H -2.369290 -0.421147 -4.295965 0.0 -1.0 0.4 0.17
H -3.559333 -1.602379 -3.520708 0.2 0.3 -0.6 0.17
H -3.502790 -1.309959 -5.669737 -0.3 -0.9 -1.8 0.46
C 2.974182 0.377626 3.349606 0.0 1.3 -1.7 -0.61
C 1.530586 0.850677 3.554066 -0.4 -0.7 0.5 -0.40
C 1.268595 2.298102 3.117727 1.3 0.7 1.9 -0.62
H 3.029190 0.398661 2.237247 0.7 -0.5 0.6 0.20
H 3.316905 -0.572135 3.755368 -0.6 -0.1 0.0 0.22
H 3.704505 1.134044 3.668375 -0.3 0.0 0.2 0.20
H 1.255357 0.665987 4.600680 -0.2 0.5 -0.1 0.19
H 0.847868 0.216837 2.978199 0.2 -0.2 0.0 0.19
H 0.219353 2.599356 3.225825 0.3 -0.2 -0.6 0.22
H 1.818169 2.960574 3.824998 -0.4 -0.3 0.0 0.20
H 1.786451 2.589048 2.206935 -0.7 -0.4 -0.6 0.21
```
Forces are in eV/Å.

## Properties
LUMO level in Ha: 0.0367
Energy relative to the best compared isomer or geometry (same formula, charge and spin) in kcal/mol: 30.9
Charge: 0
HOMO energy in eV: -10.6
Orbital gap in eV: 11.55


Density functional theory data (ωB97M-V/def2-TZVPD) for C9H32B2O3Rb4 as an isolated structure at a distorted geometry.

```
50
Properties=species:S:1:pos:R:3:forces:R:3:nbo_charge:R:1
Rb -2.058016 1.910319 -2.584379 -0.2 0.6 -0.6 0.99
Rb -4.432946 -0.224031 0.831521 -0.1 -0.2 0.5 0.99
Rb -2.425676 -2.330311 -2.439909 0.1 -1.0 0.5 0.99
Rb -0.696316 -2.115921 2.111991 -0.1 -0.4 0.4 0.98
B -3.615306 -3.292791 1.023331 0.0 0.0 -0.1 -0.82
H -4.547996 -2.793551 1.235691 -3.7 1.9 1.2 -0.05
H -3.262896 -3.867811 1.865581 1.3 -2.2 3.1 0.01
H -3.810836 -3.896121 0.150401 -0.5 -2.5 -3.4 0.00
H -2.894136 -2.530571 0.772021 3.1 3.3 -1.2 -0.12
B -1.058956 -0.041971 -0.463999 -0.2 -0.2 -0.3 -0.86
H -0.121246 0.005649 0.067681 3.6 0.4 1.8 0.01
H -1.687886 -0.771261 0.022651 -2.3 -2.9 1.2 -0.01
H -1.604426 0.887209 -0.406419 -2.0 3.8 0.7 -0.07
H -0.879996 -0.210371 -1.514649 0.8 -1.0 -4.1 -0.06
C 1.594494 -2.493831 -1.784669 0.3 -0.8 -1.1 -0.65
C 1.006644 -3.941191 -1.765909 -0.6 0.1 1.0 0.10
C 1.888094 -5.068731 -1.262849 1.1 1.8 -0.2 -0.64
O -0.177766 -3.936191 -0.896489 -0.6 1.1 -1.2 -0.78
H 1.619624 -1.981011 -0.823169 -0.4 -0.1 -0.1 0.20
H 1.099054 -1.953321 -2.591189 -0.8 0.5 0.5 0.19
H 2.593154 -2.408261 -2.212979 0.5 -0.7 0.3 0.24
H 0.706314 -4.192261 -2.783199 -0.6 0.1 0.1 0.18
H 2.681514 -4.457921 -0.832139 0.6 -0.9 0.6 0.21
H 2.329624 -5.599171 -2.106519 -0.2 -0.4 0.4 0.25
H 1.375914 -5.658351 -0.502509 0.3 -0.3 -0.4 0.23
H 0.024974 -4.228921 -0.004969 0.3 -0.4 -0.3 0.47
C -2.205256 2.122569 3.807661 0.0 0.6 1.1 -0.62
C -1.745956 2.024239 2.402441 0.8 0.3 0.4 0.10
C -0.421586 2.784879 2.099731 -0.7 -0.6 0.3 -0.64
O -1.560426 0.628479 2.228731 0.0 -0.3 -0.5 -0.82
H -1.489236 1.654239 4.483001 0.1 0.1 0.0 0.23
H -3.142966 1.581219 3.933121 -0.1 0.2 0.0 0.22
H -2.325236 3.166639 4.096821 -0.2 -0.1 0.2 0.23
H -2.572806 2.396079 1.797341 0.0 0.1 -0.7 0.14
H -0.555456 3.852449 2.274321 0.2 -0.1 0.1 0.24
H -0.066556 2.614159 1.083411 -0.3 0.1 -0.3 0.17
H 0.368084 2.358999 2.718721 -0.1 0.3 0.4 0.23
H -1.111326 0.566209 1.382541 0.1 -0.3 -0.3 0.52
C 1.765134 2.232579 -1.395379 0.0 0.8 -0.2 -0.62
C 2.445994 3.668909 -1.271619 -0.2 -3.6 -1.7 0.04
C 3.895744 3.558959 -0.919989 1.4 1.0 1.2 -0.66
O 2.360124 4.439969 -2.427299 -1.2 -1.2 0.9 -0.21
H 0.810254 2.246779 -1.920839 0.2 0.2 -0.1 0.20
H 1.601874 1.701869 -0.457409 0.0 0.7 0.4 0.27
H 2.455874 1.550439 -1.891029 0.2 0.4 -0.5 0.27
H 1.955384 4.215449 -0.466199 -0.6 0.8 0.7 0.36
H 4.071054 3.042609 0.023801 -0.4 -0.3 -0.1 0.29
H 4.235384 4.565229 -0.674699 0.5 0.2 -0.1 0.25
H 4.524834 3.133429 -1.701829 -0.3 0.0 -0.1 0.28
H 3.062084 5.084299 -2.310289 0.8 1.3 -0.5 0.52
```
Forces are in eV/Å.

## Properties
LUMO level (spin up / spin down) in Ha: -0.3216 / -0.5292
Charge: +3
HOMO energy (spin up / spin down) in eV: -16.4 / -16.4
<S²>: 0.75
Orbital gap (spin up / spin down) in eV: 7.62 / 1.97
Multiplicity: 2


Density functional theory data (ωB97M-V/def2-TZVPD) for one molecule with the formula C6H10N2 at a distorted geometry.

```
18
Properties=species:S:1:pos:R:3:forces:R:3:nbo_charge:R:1
C 1.876596 1.430051 0.061103 -0.8 -1.3 -1.7 -0.19
C 0.625373 0.954004 -1.062892 6.3 -2.4 0.4 -0.43
C -0.335824 0.000918 -0.552963 -2.7 4.2 2.1 -0.09
C -1.489829 0.597249 0.070350 -0.3 -4.4 0.2 -0.10
N -2.210772 -0.572057 0.625132 0.6 1.3 -0.5 -0.53
C -1.483291 -1.712155 0.338306 0.7 1.9 0.1 -0.03
C -0.297174 -1.352091 -0.323311 -5.9 2.5 2.5 -0.32
N 2.535010 0.300705 0.678457 -2.0 2.8 0.6 -0.86
H 2.645610 2.162084 -0.224699 -0.4 -0.4 -1.0 0.19
H 1.293058 1.980944 0.727190 -1.0 0.7 1.7 0.16
H 1.226044 0.434786 -1.834535 0.0 0.0 0.2 0.20
H 0.380674 1.781877 -1.582403 -1.9 2.9 -1.1 0.21
H -1.936324 1.594177 0.014972 0.3 -0.6 0.2 0.22
H -3.041139 -0.578251 1.266121 1.3 0.2 -1.3 0.42
H -1.785481 -2.685948 0.661182 -0.2 -0.2 0.2 0.21
H 0.314279 -2.028446 -0.594064 4.6 -4.4 -2.1 0.21
H 1.836880 -0.352205 0.887554 -0.1 -1.8 0.4 0.37
H 3.421633 0.082588 0.370000 1.5 -1.0 -0.8 0.37
```
Forces are in eV/Å.

## Properties
LUMO level in Ha: 0.0392
Energy relative to the best compared isomer or geometry (same formula, charge and spin) in kcal/mol: 57.0
Charge: 0
HOMO energy in eV: -7.8
Orbital gap in eV: 8.83